No. 1
DFT (ωB97M-V/def2-TZVPD) results for 2 unconnected molecules or ions with the total composition C5H14NO at a distorted geometry.

Output
energy relative to the best compared isomer or geometry (same formula, charge and spin)	36.96	kcal/mol
frontier orbital gap	10.28	eV
E_LUMO	-2.94	eV
net charge	+1

Atoms and positions in Å:
C  -0.08  -1.56  -1.18
C  -0.58  -0.32  -1.34
O  -1.64  0.13  -0.50
C  -0.15  0.67  -2.39
H  0.84  -1.87  -1.73
H  -0.68  -2.34  -0.72
H  -1.93  1.00  -0.81
H  0.49  0.11  -3.08
H  -0.96  1.15  -2.91
H  0.48  1.46  -1.93
C  0.43  1.44  1.52
N  0.25  0.00  1.56
C  1.52  -0.69  1.89
H  -0.41  1.94  0.99
H  0.49  1.80  2.55
H  1.36  1.69  0.99
H  -0.12  -0.40  0.66
H  -0.49  -0.25  2.21
H  2.22  -0.54  1.06
H  1.32  -1.74  1.99
H  1.91  -0.27  2.80

Atom charges from the Mulliken analysis, given in e for atoms 1 to 8: -0.88 0.82 -0.53 -1.35 0.27 0.33 0.35 0.35



No. 2
DFT (ωB97M-V/def2-TZVPD) results for a molecular structure, C3H4LiO2Yb at a distorted geometry.

Output
2S+1	2
⟨S²⟩	0.759
frontier orbital gap (spin up / spin down)	9.00 / 2.86	eV
E_LUMO (spin up / spin down)	-19.18 / -24.37	eV
net charge	+4

Atoms and positions in Å:
O  -0.14  1.23  -0.42
Li  0.82  -0.83  -0.98
C  -0.11  1.16  0.85
C  -0.87  0.02  1.32
H  0.03  2.07  1.44
H  -1.50  0.26  2.19
H  -0.16  -0.76  1.60
Yb  0.46  3.24  -1.70
C  1.43  -2.77  -2.08
O  1.71  -3.70  -2.65
H  -1.68  0.07  0.41

Atom charges from the Mulliken analysis, given in e for atoms 1 to 8: -0.33 1.05 0.54 -0.91 0.35 0.37 0.47 2.12



No. 3
DFT (ωB97M-V/def2-TZVPD) results for a molecular structure, C26H27CdN8O3S5 at a distorted geometry.

Output
frontier orbital gap	5.82	eV
E_LUMO	1.85	eV
net charge	-1

Atoms and positions in Å:
Cd  -0.20  -0.06  0.18
C  -2.17  0.93  -2.88
C  -2.88  0.32  -1.71
N  -2.44  0.22  -0.46
C  -3.42  -0.36  0.33
C  -4.56  -0.74  -0.39
S  -4.46  -0.32  -2.01
C  -3.22  -0.51  1.77
C  -4.23  -0.70  2.73
S  -3.66  -0.61  4.31
C  -1.96  -0.18  3.59
N  -1.96  -0.19  2.27
C  -0.81  0.16  4.54
H  -1.83  1.96  -2.55
H  -2.85  1.02  -3.70
H  -1.26  0.36  -3.11
H  -5.47  -1.24  -0.06
H  -5.30  -0.86  2.46
H  -1.05  -0.22  5.54
H  -0.60  1.25  4.60
H  0.13  -0.25  4.19
S  1.93  -0.43  2.38
C  1.75  1.26  2.26
S  0.85  2.01  0.97
C  2.50  2.09  3.16
C  3.15  3.27  2.75
N  3.57  4.28  2.42
C  2.69  1.74  4.49
N  2.76  1.31  5.57
N  3.02  -6.37  2.31
C  2.58  -5.66  1.20
C  3.22  -4.49  0.81
C  2.57  -3.60  -0.08
C  1.34  -3.93  -0.58
C  0.70  -5.18  -0.28
C  1.38  -6.07  0.54
S  0.27  -2.81  -1.39
O  -0.88  -2.50  -0.47
O  0.05  -3.28  -2.72
N  0.97  -1.31  -1.32
C  1.91  -0.75  -2.14
N  1.99  0.59  -2.30
C  2.93  1.04  -3.11
C  3.89  0.25  -3.71
C  3.81  -1.11  -3.46
N  2.80  -1.57  -2.74
H  4.02  -6.37  2.57
H  2.48  -7.22  2.52
H  4.25  -4.22  1.17
H  3.03  -2.68  -0.32
H  -0.28  -5.48  -0.75
H  0.96  -6.96  0.91
H  2.84  2.09  -3.19
H  4.71  0.65  -4.23
H  4.46  -1.92  -3.72
C  -3.69  3.69  -0.12
C  -2.68  4.61  -0.80
O  -1.51  3.84  -1.13
C  -0.52  4.69  -1.71
C  0.51  3.83  -2.43
H  -4.60  4.22  0.07
H  -3.29  3.46  0.87
H  -3.97  2.78  -0.61
H  -2.44  5.48  -0.14
H  -3.05  5.07  -1.78
H  -0.03  5.36  -0.97
H  -0.90  5.41  -2.50
H  0.73  2.90  -1.82
H  1.35  4.51  -2.71
H  0.09  3.48  -3.40

Atom charges from the Mulliken analysis, given in e for atoms 1 to 8: 1.52 -0.72 0.12 0.31 -0.01 -0.37 -0.22 -0.18



No. 4
DFT (ωB97M-V/def2-TZVPD) results for a molecular structure, C31H21F10N5O2Sc at a distorted geometry.

Output
energy relative to the best compared isomer or geometry (same formula, charge and spin)	0.00	kcal/mol
frontier orbital gap	7.14	eV
E_LUMO	2.40	eV
net charge	-1

Atoms and positions in Å:
Sc  -14.86  8.95  2.95
C  -16.38  6.60  4.68
N  -15.34  7.64  4.87
C  -14.07  6.91  5.18
C  -13.38  6.41  3.91
N  -13.20  7.51  2.95
C  -11.92  7.84  2.71
C  -11.03  8.22  3.74
F  -11.46  8.47  5.00
C  -9.69  8.43  3.49
F  -8.77  8.51  4.48
C  -9.24  8.58  2.15
F  -8.08  9.20  1.87
C  -10.04  8.11  1.15
F  -9.65  8.24  -0.16
C  -11.33  7.72  1.43
F  -12.11  7.33  0.40
C  -15.87  8.54  5.94
C  -15.09  9.85  5.93
N  -14.95  10.31  4.59
C  -14.79  11.65  4.42
C  -14.03  12.46  5.29
F  -13.34  11.81  6.26
C  -13.80  13.81  5.07
F  -13.01  14.50  5.90
C  -14.25  14.39  3.88
F  -13.83  15.63  3.54
C  -15.02  13.65  2.99
F  -15.46  14.22  1.84
C  -15.38  12.37  3.33
F  -16.21  11.75  2.46
H  -16.75  6.20  5.65
H  -15.94  5.81  4.06
H  -17.21  7.08  4.16
H  -14.28  6.05  5.85
H  -13.36  7.54  5.71
H  -14.05  5.66  3.45
H  -12.43  5.97  4.16
H  -15.83  8.05  6.92
H  -16.95  8.70  5.73
H  -14.12  9.76  6.48
H  -15.67  10.57  6.56
O  -17.00  8.70  2.81
C  -17.99  8.94  2.02
C  -19.31  8.95  2.52
C  -20.41  9.13  1.72
C  -20.21  9.39  0.35
C  -18.93  9.50  -0.19
C  -17.77  9.22  0.61
C  -16.47  9.43  0.09
N  -15.33  9.40  0.80
N  -14.21  9.81  0.17
C  -13.28  10.33  0.94
O  -13.31  10.43  2.24
C  -12.05  10.82  0.19
C  -12.07  10.79  -1.23
C  -10.97  11.30  -1.94
C  -9.86  11.78  -1.25
C  -9.87  11.84  0.13
C  -10.96  11.33  0.87
H  -19.40  8.75  3.59
H  -21.46  9.17  2.09
H  -21.09  9.48  -0.31
H  -18.77  9.77  -1.26
H  -16.40  9.75  -0.96
H  -12.92  10.28  -1.70
H  -10.97  11.24  -3.04
H  -8.99  12.02  -1.82
H  -9.02  12.14  0.73
H  -10.94  11.39  1.96

Atom charges from the Mulliken analysis, given in e for atoms 1 to 8: -0.17 -1.11 1.47 -0.80 -1.22 -0.15 0.67 0.36



No. 5
DFT (ωB97M-V/def2-TZVPD) results for a molecular structure, C22H11BrN7O8Tl at a distorted geometry.

Output
frontier orbital gap (spin up / spin down)	5.57 / 6.27	eV
E_LUMO (spin up / spin down)	-3.14 / -2.57	eV
net charge	0

Atoms and positions in Å:
Tl  -1.31  -1.02  -2.42
Br  6.78  -5.51  1.64
C  5.69  -4.15  2.36
C  6.27  -3.16  3.15
C  5.47  -2.18  3.71
C  4.10  -2.16  3.44
C  3.53  -3.17  2.66
C  4.33  -4.17  2.13
N  3.34  -1.14  4.05
N  2.28  -0.71  3.54
C  1.95  -0.67  2.23
C  2.94  -0.50  1.20
C  2.61  -0.63  -0.10
C  1.28  -1.05  -0.50
O  1.04  -1.48  -1.63
C  0.22  -0.95  0.54
N  -1.04  -1.07  0.13
C  -2.03  -0.96  0.99
C  -1.79  -0.79  2.36
C  -0.50  -0.66  2.80
C  0.55  -0.72  1.87
H  7.34  -3.16  3.33
H  5.89  -1.40  4.33
H  2.46  -3.19  2.50
H  3.89  -4.96  1.54
H  3.95  -0.26  1.50
H  3.35  -0.53  -0.89
H  -3.04  -1.00  0.60
H  -2.63  -0.73  3.05
H  -0.26  -0.49  3.84
O  -5.94  5.30  -2.82
N  -5.30  4.68  -3.66
O  -5.51  4.72  -4.86
C  -4.21  3.83  -3.18
C  -3.47  3.11  -4.08
C  -2.47  2.26  -3.64
C  -2.20  2.04  -2.24
O  -1.32  1.26  -1.77
C  -2.99  2.89  -1.38
C  -3.94  3.76  -1.83
N  -2.77  2.85  0.07
O  -2.80  3.92  0.67
O  -2.61  1.77  0.61
N  -1.71  1.60  -4.69
O  -1.05  0.58  -4.45
O  -1.75  2.08  -5.80
H  -3.66  3.21  -5.14
H  -4.48  4.38  -1.13
N  -4.81  -0.72  -2.27
C  -3.67  -0.93  -2.33

Atom charges from the Mulliken analysis, given in e for atoms 1 to 8: 1.26 -0.15 0.09 -0.44 -0.33 0.13 0.06 -0.57



No. 6
DFT (ωB97M-V/def2-TZVPD) results for 4 unconnected molecules or ions with the total composition C10H21Br6NO4 at a distorted geometry.

Output
energy relative to the best compared isomer or geometry (same formula, charge and spin)	75.34	kcal/mol
frontier orbital gap	9.46	eV
structure (SMILES)	NC[C@H](O)COC(=O)O.BrCCBr.BrCCBr.BrCCBr
E_LUMO	0.00	eV
net charge	0

Atoms and positions in Å:
N  -2.88  2.02  3.86
C  -3.15  3.19  2.93
C  -2.43  3.04  1.45
O  -3.03  1.87  0.79
C  -0.80  2.96  1.64
O  -0.27  1.60  1.85
C  0.04  0.92  0.59
O  0.27  -0.42  0.67
O  0.09  1.51  -0.76
H  -2.64  1.16  3.29
H  -2.05  2.32  4.45
H  -2.80  4.18  3.45
H  -4.32  3.24  2.72
H  -2.69  4.02  0.85
H  -4.01  1.86  1.06
H  -0.22  3.58  0.80
H  -0.57  3.56  2.65
H  0.73  2.29  -0.81
Br  3.80  -2.09  -1.51
C  1.97  -1.63  -2.01
C  1.42  -2.60  -3.03
Br  2.14  -2.25  -4.81
H  1.99  -0.59  -2.37
H  1.40  -1.68  -1.08
H  0.34  -2.48  -3.14
H  1.65  -3.65  -2.80
Br  1.51  -6.01  -10.42
C  1.92  -4.71  -9.03
C  1.41  -5.17  -7.69
Br  -0.52  -4.92  -7.54
H  1.50  -3.75  -9.35
H  3.01  -4.64  -9.02
H  1.84  -4.56  -6.88
H  1.61  -6.22  -7.48
Br  -0.01  3.13  5.39
C  0.86  1.73  6.43
C  0.13  1.47  7.72
Br  0.50  2.87  9.03
H  1.90  2.04  6.57
H  0.83  0.84  5.79
H  0.47  0.55  8.18
H  -0.96  1.43  7.60

Atom charges from the Mulliken analysis, given in e for atoms 1 to 8: -0.51 -0.61 0.28 -0.54 -0.32 -0.14 0.53 -0.52



No. 7
DFT (ωB97M-V/def2-TZVPD) results for a single C4H8N2O molecule.

Output
energy relative to the best compared isomer or geometry (same formula, charge and spin)	41.87	kcal/mol
frontier orbital gap	9.89	eV
structure (SMILES)	NC(=O)CN1CC1
E_LUMO	0.86	eV
net charge	0

Atoms and positions in Å:
N  1.91  -0.51  -1.16
C  1.11  -0.75  -0.08
O  0.76  -1.88  0.23
C  0.66  0.50  0.68
N  -0.72  0.91  0.48
C  -1.75  -0.11  0.49
C  -1.37  0.57  -0.77
H  2.21  -1.28  -1.74
H  2.21  0.42  -1.41
H  0.80  0.30  1.75
H  1.30  1.35  0.43
H  -1.46  -1.15  0.62
H  -2.67  0.17  1.00
H  -0.82  -0.02  -1.50
H  -2.00  1.35  -1.19

Atom charges from the Mulliken analysis, given in e for atoms 1 to 8: -0.38 0.62 -0.61 -0.59 -0.28 -0.31 -0.36 0.23



No. 8
DFT (ωB97M-V/def2-TZVPD) results for a molecular structure, C4H6HoO2 at a distorted geometry.

Output
2S+1	5
⟨S²⟩	6.032
energy relative to the best compared isomer or geometry (same formula, charge and spin)	92.06	kcal/mol
frontier orbital gap (spin up / spin down)	7.25 / 6.14	eV
E_LUMO (spin up / spin down)	-5.05 / -5.06	eV
net charge	+1

Atoms and positions in Å:
O  2.40  -0.56  0.46
C  1.73  0.63  0.40
H  1.63  -1.25  0.79
H  1.42  0.69  1.47
C  -2.34  0.76  0.21
C  -1.45  -0.25  0.08
C  -0.41  -0.52  -0.96
O  0.73  0.35  -0.92
Ho  1.28  2.52  -0.89
H  -1.22  -0.85  0.97
H  -2.96  0.64  1.12
H  -0.87  -0.66  -1.95
H  0.06  -1.50  -0.76

Atom charges from the Mulliken analysis, given in e for atoms 1 to 8: -0.52 -0.46 0.36 0.34 -0.46 0.17 -0.69 -0.43



no.,E_tot (eV)
1,-8942.4054
2,-38949.0368
3,-104204.9384
4,-91911.9978
5,-124526.8440
6,-440642.4323
7,-9304.5777
8,-34123.1105